C6H7NO | ωB97M-V/def2-TZVPD

CARTESIAN COORDINATES (ANGSTROEM)
C  -2.5078  -0.3698  0.1680
C  -1.2835  -1.0316  -0.0763
C  -0.0749  -0.5175  -0.0270
N  1.1122  -1.2872  0.0272
C  2.1731  -0.3658  -0.0174
C  1.6209  0.9293  -0.0569
C  0.2056  0.8553  -0.2202
O  -0.7866  1.7554  0.0719
H  -3.5781  -0.7864  -0.1898
H  -2.5367  0.5915  0.6497
H  -1.3026  -1.9893  -0.5662
H  1.1247  -2.3002  0.3573
H  3.1536  -0.4649  0.5536
H  2.4278  1.6872  0.2498
H  -1.5819  1.2294  -0.4402

Calculated values
Kohn-Sham gap, eV: 8.06
Spin multiplicity: 1
HOMO energy, eV: -7.6

Here are the Mulliken charges for atoms 1 to 8, given in e: atom 1 (C): -1.0617, atom 2 (C): -0.1685, atom 3 (C): 0.1797, atom 4 (N): -0.1487, atom 5 (C): -0.3205, atom 6 (C): -0.4030, atom 7 (C): 0.2314, atom 8 (O): -0.5878

---

C6H7NO | ωB97M-V/def2-TZVPD

CARTESIAN COORDINATES (ANGSTROEM)
C  1.0140  -0.1917  -2.4221
C  0.0077  -0.3612  -1.5757
N  -0.0151  0.1664  -0.2642
C  0.6374  1.1416  0.3910
C  0.3998  1.0826  1.7540
C  -0.5445  0.0425  1.9450
C  -0.6142  -0.5582  0.7088
O  -1.5636  -1.4341  0.4480
H  0.6149  -0.6754  -3.4321
H  1.8967  0.4305  -2.1352
H  -0.9736  -0.8811  -1.8088
H  1.2241  1.7085  -0.3544
H  0.5187  1.8302  2.5024
H  -0.8451  -0.3296  2.9726
H  -1.7575  -1.9712  1.2704

Calculated values
Kohn-Sham gap, eV: 8.34
Spin multiplicity: 1
HOMO energy, eV: -7.6

Here are the Mulliken charges for atoms 1 to 8, given in e: atom 1 (C): -0.7384, atom 2 (C): 0.1363, atom 3 (N): 0.1406, atom 4 (C): -0.2901, atom 5 (C): -0.7640, atom 6 (C): -0.4327, atom 7 (C): 0.3990, atom 8 (O): -0.5282

---

C6H7NO2 | ωB97M-V/def2-TZVPD

CARTESIAN COORDINATES (ANGSTROEM)
C  2.2896  -0.5802  -0.0251
C  1.8133  0.9245  0.1407
O  2.5525  1.7976  -0.2761
N  0.4539  1.1807  0.5729
C  -0.5905  0.4765  0.1106
C  -0.8916  -0.5393  -0.7039
C  -2.2649  -0.8554  -0.5500
C  -2.7627  -0.0208  0.3413
O  -1.7288  0.7727  0.8551
H  1.6226  -1.0951  0.4562
H  2.3717  -0.9102  -0.8932
H  3.3323  -0.4815  0.2521
H  0.3795  1.3583  1.3927
H  -0.3253  -1.0629  -1.4212
H  -2.6766  -1.3917  -1.1807
H  -3.5750  0.4267  0.9287

Calculated values
Kohn-Sham gap, eV: 9.02
Spin multiplicity: 1
HOMO energy, eV: -8.2

Here are the Mulliken charges for atoms 1 to 8, given in e: atom 1 (C): -1.3801, atom 2 (C): 0.4894, atom 3 (O): -0.4927, atom 4 (N): -0.2402, atom 5 (C): 0.2942, atom 6 (C): -0.1180, atom 7 (C): -0.8606, atom 8 (C): -0.2686

---

C6H7NO2 | ωB97M-V/def2-TZVPD

CARTESIAN COORDINATES (ANGSTROEM)
C  -1.8906  1.2119  0.0653
N  -2.0109  -0.2259  -0.0246
O  -3.2162  -0.7288  0.0477
C  -0.9989  -1.0227  -0.1651
C  0.3504  -0.5654  -0.0493
C  1.5107  -1.3110  0.0484
C  2.6309  -0.4003  0.0758
C  2.0655  0.8244  -0.0127
O  0.6916  0.7547  -0.0989
H  -1.2545  1.4794  0.9142
H  -2.8994  1.5983  0.2221
H  -1.5220  1.6489  -0.9126
H  -1.2121  -2.0775  -0.1215
H  1.5832  -2.4131  0.0481
H  3.7038  -0.6072  0.1581
H  2.4685  1.8344  -0.1949

Calculated values
Kohn-Sham gap, eV: 8.03
Spin multiplicity: 1
HOMO energy, eV: -7.8

Here are the Mulliken charges for atoms 1 to 8, given in e: atom 1 (C): -0.7689, atom 2 (N): 0.5526, atom 3 (O): -0.7088, atom 4 (C): -0.5688, atom 5 (C): 0.7745, atom 6 (C): -0.7362, atom 7 (C): -0.2644, atom 8 (C): -0.4118

---

C6H7NO2S | ωB97M-V/def2-TZVPD

CARTESIAN COORDINATES (ANGSTROEM)
C  0.6921  2.5533  0.2698
O  -0.1417  1.7492  -0.6357
C  -0.8071  0.6799  -0.2207
C  -2.1453  0.6990  -0.1475
S  -2.8340  -0.8409  0.1788
C  -1.2595  -1.6352  0.0003
C  -0.2687  -0.7206  -0.0837
C  1.1495  -1.1324  0.0499
N  1.5044  -2.4279  -0.1912
O  1.9218  -0.2816  0.3593
H  1.2848  1.9849  1.0316
H  -0.0521  3.2077  0.8950
H  1.4479  3.1027  -0.3538
H  -2.7354  1.6987  -0.1619
H  -1.0095  -2.7352  -0.0980
H  2.5081  -2.6872  -0.5046
H  0.7446  -3.2144  -0.3878

Calculated values
Kohn-Sham gap, eV: 9.34
Spin multiplicity: 1
HOMO energy, eV: -8.7

Here are the Mulliken charges for atoms 1 to 8, given in e: atom 1 (C): -0.5749, atom 2 (O): -0.3993, atom 3 (C): 0.0062, atom 4 (C): -0.1223, atom 5 (S): -0.1814, atom 6 (C): -0.7755, atom 7 (C): 0.6785, atom 8 (C): 0.6820

---

C6H7NO5 | ωB97M-V/def2-TZVPD

CARTESIAN COORDINATES (ANGSTROEM)
C  -1.1308  -1.4566  -0.8620
C  -2.4005  0.5251  -2.3203
C  -1.4424  0.0767  -1.2023
C  1.1036  0.5490  2.2429
C  1.9501  -0.1211  -0.0056
C  0.6719  0.0762  0.9267
N  -0.2495  1.1487  0.5889
O  -1.9401  -1.9363  -0.0738
O  -3.1884  1.4629  -2.0399
O  -0.1463  -2.0425  -1.3956
O  -2.2796  -0.0840  -3.3974
O  -1.1621  1.0089  -0.3719
H  1.5071  1.4524  2.1253
H  0.1786  0.6065  2.8501
H  1.9052  -0.0259  2.7682
H  1.5177  -0.6575  -0.8748
H  2.7510  -0.6053  0.5613
H  2.1358  0.9062  -0.3379
H  0.2189  -0.8834  0.8182

Calculated values
Kohn-Sham gap (spin up / spin down), eV: 6.15 / 6.15
Net charge: -2
Spin multiplicity: 1
HOMO energy (spin up / spin down), eV: -0.1 / -0.1

Here are the Mulliken charges for atoms 1 to 8, given in e: atom 1 (C): 0.2989, atom 2 (C): 0.3124, atom 3 (C): 0.8034, atom 4 (C): -1.5902, atom 5 (C): -1.3867, atom 6 (C): 0.6744, atom 7 (N): -0.7821, atom 8 (O): -0.6808

---

Q: Which energy above the lowest of the compared OMol25 structures with the same formula, charge and spin values were calculated for the entries above? A: 307.5; 217.1; 411.5; 299.0; 170.1; 106.2, in kJ/mol.